(1)
83
Properties=species:S:1:pos:R:3:forces:R:3 method="wB97M-V/def2-TZVPD" s_squared=9.768 de_lowest_kcal_mol=0.0 e_homo_ev="-9.739 / -9.740" spin_multiplicity=6 total_charge=+1
Dy -1.690 1.277 1.722 3.71 -5.36 0.51
C -0.808 3.600 0.875 -1.50 0.75 -0.06
C -1.253 3.162 -0.378 -1.10 -0.07 0.43
C -3.025 2.856 1.115 0.93 2.27 -0.78
C -1.896 3.478 1.802 -0.62 0.99 -1.73
C -2.545 2.587 -0.222 -0.24 1.20 0.47
C 0.473 4.290 1.119 0.67 0.18 0.21
H 1.004 4.497 0.187 -0.09 -0.08 0.15
H 1.118 3.650 1.723 0.06 0.33 -0.01
H 0.357 5.254 1.631 -0.11 -0.23 0.01
C -1.689 3.574 3.256 0.06 0.64 0.68
H -0.817 2.973 3.631 -0.55 0.21 -0.16
H -2.604 3.320 3.807 0.34 0.25 0.17
H -1.410 4.625 3.428 -0.13 -0.31 0.57
C -4.114 2.120 1.831 -0.83 0.73 -0.42
H -4.828 2.882 2.139 -0.39 -0.33 0.21
H -3.830 1.591 2.779 -0.06 0.15 -0.46
H -4.595 1.419 1.129 -0.06 0.13 0.48
C -3.333 2.080 -1.363 -0.44 -0.23 -0.68
H -3.969 2.877 -1.789 0.08 -0.34 0.23
H -3.973 1.234 -1.079 -0.01 0.15 -0.21
H -2.671 1.758 -2.178 -0.19 -0.07 0.26
C -0.613 3.452 -1.683 0.62 -0.22 -0.69
H -1.141 4.200 -2.312 -0.09 -0.54 0.53
H -0.487 2.522 -2.256 -0.10 0.41 -0.01
H 0.387 3.865 -1.539 -0.05 -0.12 -0.02
C 2.201 0.429 -0.159 0.30 0.69 0.46
C 2.523 1.437 -0.968 0.02 -0.05 0.76
C 2.408 1.532 -2.446 0.11 -0.22 0.32
C 1.653 0.392 -3.150 0.52 0.85 -0.40
C 0.195 0.314 -2.809 -1.02 -1.66 0.58
C -0.409 -0.372 -1.793 0.11 1.70 -1.59
C 0.166 -1.004 -0.591 0.38 -1.03 0.22
C 1.706 -0.931 -0.453 -0.62 -0.96 -0.07
H 3.429 1.583 -2.813 0.21 0.04 -0.38
H 2.152 -0.570 -2.994 -0.07 0.38 -0.18
H 1.959 2.506 -2.659 -0.05 -0.13 -0.26
H 2.197 -1.348 -1.338 -0.34 0.10 0.42
H 2.342 0.595 0.904 0.18 0.16 0.08
H 2.985 2.299 -0.474 -0.30 -0.06 -0.20
H 1.992 -1.592 0.383 -0.05 0.25 -0.27
H -0.281 -0.588 0.341 0.05 0.02 -0.21
H -1.496 -0.456 -1.876 0.14 0.12 0.11
H -0.174 -2.075 -0.620 0.31 0.88 0.24
H 1.753 0.646 -4.221 -0.20 -0.43 0.33
H -0.459 0.685 -3.609 0.06 -0.12 0.43
P 0.797 -4.091 -1.409 0.35 -1.11 -0.87
P -2.105 -4.762 -1.653 -0.61 -1.17 -0.23
C 0.459 -5.821 -2.053 0.32 0.28 0.08
C -0.953 -6.224 -1.681 0.12 0.29 0.46
H 1.192 -6.525 -1.632 -0.06 0.18 -0.22
H 0.597 -5.815 -3.141 -0.10 0.06 0.19
H -1.342 -6.980 -2.371 -0.05 0.01 0.25
H -0.966 -6.619 -0.662 -0.02 -0.22 -0.05
C -3.557 -5.852 -1.319 -0.23 0.22 0.03
H -4.482 -5.278 -1.445 0.05 -0.26 0.07
H -3.479 -6.181 -0.277 -0.18 -0.02 -0.14
H -3.556 -6.732 -1.978 -0.14 0.27 0.18
C -2.287 -4.686 -3.480 -0.08 0.37 0.01
H -2.282 -5.697 -3.898 -0.06 0.16 -0.03
H -1.480 -4.100 -3.922 -0.04 0.00 -0.08
H -3.238 -4.198 -3.702 0.08 0.00 -0.18
C 1.567 -4.608 0.172 0.15 0.33 0.18
H 1.846 -3.711 0.736 0.06 -0.30 0.08
H 2.453 -5.228 -0.007 -0.16 0.09 0.12
H 0.831 -5.171 0.758 0.15 0.10 -0.08
C 2.231 -3.770 -2.502 0.42 0.01 0.02
H 1.947 -4.096 -3.509 0.16 0.07 0.19
H 3.112 -4.329 -2.161 -0.05 0.13 -0.27
H 2.472 -2.707 -2.560 0.13 -0.21 -0.03
C 2.939 2.507 5.543 -0.03 -0.30 -0.01
C 1.968 3.106 4.506 -0.15 0.68 0.31
C 2.496 4.477 4.051 -0.16 0.08 0.09
C 1.750 2.195 3.366 0.41 -0.78 -0.44
H 3.911 2.327 5.076 -0.05 -0.02 0.04
H 2.564 1.554 5.931 0.09 0.11 -0.03
H 3.097 3.186 6.387 -0.15 -0.05 -0.17
H 0.982 3.234 4.991 0.35 0.12 0.13
H 3.372 4.363 3.404 -0.06 -0.07 0.07
H 1.739 5.033 3.487 0.16 -0.04 0.15
H 2.806 5.080 4.913 -0.15 -0.11 -0.19
H 1.353 1.196 3.549 0.00 0.10 0.03
H 2.356 2.296 2.462 -0.15 -0.06 0.28

(2)
102
Properties=species:S:1:pos:R:3:forces:R:3 method="wB97M-V/def2-TZVPD" de_lowest_kcal_mol=462.7 e_homo_ev=-7.945 spin_multiplicity=1
C 4.296 -0.635 4.903 0.83 0.36 -0.06
C 5.416 -0.496 3.690 2.68 -5.15 -1.55
O 5.998 -1.669 3.314 -3.57 7.75 1.84
O 5.801 0.815 3.069 -2.20 -3.49 0.56
C 5.702 0.624 1.583 2.39 -1.71 -1.60
N 5.861 1.885 0.789 -1.52 -1.46 1.42
C 4.706 2.224 -0.116 0.72 1.14 -1.92
C 4.935 1.439 -1.532 0.62 -0.37 -0.74
C 4.677 -0.172 -1.525 -0.79 -0.71 -0.80
C 3.854 -0.660 -2.897 -1.27 0.15 0.49
O 4.706 -1.368 -3.864 -1.86 -1.63 1.27
C 3.216 2.150 0.534 0.15 -0.08 -1.36
O 2.950 3.492 1.151 1.24 -2.41 1.85
C 3.681 3.682 2.397 2.27 2.41 -1.57
N 3.418 2.694 3.500 -1.78 -0.01 2.88
C 4.069 3.214 4.763 6.99 1.88 1.88
O 5.393 3.525 4.829 -10.02 -2.31 -0.86
F 3.317 3.378 6.052 1.67 -1.11 -4.55
C 1.966 2.339 3.679 -6.16 3.14 2.69
O 0.980 3.127 4.111 7.23 -5.94 -3.37
F 1.595 0.903 3.393 1.81 4.37 0.62
P 3.122 5.427 3.066 -0.94 1.54 0.46
N 2.370 6.221 1.656 1.81 -1.01 -0.31
O 4.574 6.325 3.482 -1.86 0.18 -1.64
C 1.979 2.014 -0.586 -2.06 1.40 1.61
F 1.685 0.616 -0.970 1.51 3.68 0.42
F 2.148 2.950 -1.740 -0.02 -3.11 2.57
C 0.585 2.548 0.174 -0.51 0.56 -1.69
C -0.702 2.115 -0.803 0.07 1.33 -0.18
Si -1.769 0.683 -0.087 -0.41 -1.67 -0.74
C -0.876 -0.363 1.294 -0.67 -0.13 0.98
C -2.100 -0.587 -1.546 -0.49 -0.64 0.20
C -3.496 1.201 0.586 -4.51 1.58 2.01
C -3.603 2.128 1.937 -4.17 -1.20 -1.66
C -5.109 2.528 2.544 0.27 -1.98 -2.50
C -6.511 2.019 1.854 4.06 -1.10 -2.11
C -6.400 1.120 0.483 3.35 1.16 1.92
C -4.910 0.700 -0.151 -1.00 2.47 3.69
H 3.224 -0.955 4.514 2.42 0.88 0.47
H 4.685 -1.509 5.615 -0.76 2.13 -1.69
H 4.248 0.389 5.469 -0.05 -2.05 -0.97
H 6.639 -0.067 1.318 -2.14 1.33 0.59
H 4.758 -0.024 1.346 1.62 1.63 0.38
H 6.789 1.960 0.315 -1.46 -0.28 0.57
H 4.863 3.380 -0.385 -0.60 -2.44 0.58
H 4.356 1.895 -2.455 0.93 -0.70 2.17
H 6.090 1.586 -1.799 -2.49 -0.11 0.64
H 3.993 -0.555 -0.625 1.69 0.97 -1.86
H 5.693 -0.759 -1.554 -2.02 1.10 0.28
H 3.363 0.244 -3.474 1.16 -1.52 1.30
H 2.939 -1.350 -2.563 2.17 1.42 -0.67
H 4.328 -2.316 -3.877 1.07 2.25 0.03
H 3.022 1.291 1.301 0.46 1.57 -1.41
H 4.855 3.794 2.286 -2.28 -1.08 0.00
H 3.008 6.164 0.813 -1.11 0.11 1.07
H 1.466 5.767 1.400 1.04 0.42 0.52
H 4.366 7.311 3.533 0.15 -1.96 -0.16
H 0.533 3.740 0.207 0.69 -2.78 0.05
H 0.496 2.126 1.262 0.30 0.68 -2.20
H -0.363 1.836 -1.897 -0.47 0.55 2.30
H -1.439 3.046 -0.933 1.72 -1.87 0.34
H -0.569 0.404 2.124 -0.17 -1.74 -1.32
H -1.699 -1.069 1.797 1.81 1.47 -1.15
H -0.003 -1.023 0.881 -1.48 1.45 0.93
H -1.259 -1.398 -1.447 -1.48 1.52 -0.60
H -2.115 -0.062 -2.594 0.03 -1.27 1.95
H -3.127 -1.147 -1.329 2.20 1.17 -0.69
H -2.653 2.528 2.521 -2.20 -0.99 -1.44
H -5.139 3.173 3.540 0.00 -1.53 -2.41
H -7.588 2.285 2.277 2.74 -0.55 -0.89
H -7.375 0.747 -0.062 2.36 0.79 1.18
H -4.949 0.037 -1.116 0.24 1.50 2.11
C -8.395 1.006 -4.133 0.11 0.10 0.01
S -8.720 -0.276 -2.897 0.22 -0.10 -0.12
O -7.539 -0.321 -1.974 -0.37 -0.02 -0.47
C -8.576 -1.676 -4.034 0.02 0.08 0.09
H -8.400 1.977 -3.634 -0.02 -0.17 0.03
H -7.419 0.841 -4.595 -0.06 -0.07 0.10
H -9.179 0.988 -4.893 0.01 -0.06 0.10
H -7.589 -1.677 -4.503 -0.08 -0.03 0.16
H -9.354 -1.608 -4.798 0.00 0.08 0.10
H -8.708 -2.600 -3.466 0.10 0.27 -0.07
C -6.848 -7.003 -4.303 0.10 -0.03 -0.04
S -7.829 -5.589 -3.746 0.34 0.23 -0.06
O -7.119 -4.345 -4.191 -0.22 -0.69 0.23
C -7.491 -5.806 -1.981 0.08 0.03 0.06
H -6.884 -7.042 -5.394 -0.07 0.10 0.15
H -5.811 -6.890 -3.979 -0.11 0.09 0.01
H -7.270 -7.925 -3.895 -0.03 0.11 -0.01
H -6.415 -5.766 -1.800 -0.07 0.04 -0.11
H -7.892 -6.765 -1.648 -0.02 0.07 -0.09
H -7.981 -4.999 -1.432 0.03 -0.07 -0.18
C 5.466 -4.486 -0.414 0.05 0.11 -0.02
S 3.695 -4.791 -0.624 -0.04 0.28 -0.06
O 3.133 -3.650 -1.419 0.30 -0.29 0.34
C 3.248 -4.518 1.108 -0.06 0.11 0.04
H 5.950 -4.566 -1.389 -0.18 -0.02 0.07
H 5.628 -3.483 -0.012 -0.10 -0.05 -0.01
H 5.888 -5.234 0.261 -0.10 0.03 -0.05
H 3.545 -3.514 1.417 0.04 -0.05 -0.09
H 3.742 -5.265 1.734 -0.01 0.03 -0.11
H 2.165 -4.623 1.208 0.14 -0.02 -0.15